1.
This record from the Open Molecules 2025 dataset describes one molecule with the formula C21H33N3O4S. The level of theory is wB97M-V/def2-TZVPD.

Properties
- SMILES = COc1cccc(CNC(=O)[C@@H]2CCCN(S(=O)(=O)N3C[C@@H](C)C[C@H](C)C3)C2)c1
- gap between HOMO and LUMO (eV) = 9.020
- HOMO (eV) = -8.368
- LUMO energy (eV) = 0.65
- DFT total energy (Ha) = -1683.4498
- molar mass (Da) = 423.579

Cartesian coordinates (Å):
C1 3.76075 4.31069 0.65273
H1 4.54177 4.67573 -0.02259
O1 3.15493 3.14177 0.16090
C2 3.93353 2.03712 -0.03395
C3 5.29420 1.96659 0.24209
C4 5.97597 0.78319 0.00933
C5 5.32290 -0.32626 -0.49163
C6 3.96415 -0.26021 -0.77763
C7 3.27685 0.92014 -0.54917
H2 2.22104 0.99989 -0.75801
C8 3.23159 -1.46058 -1.32609
N1 2.08206 -1.80034 -0.51261
C9 2.05698 -2.89690 0.25792
O2 2.94318 -3.73219 0.26334
C10 0.82905 -3.09125 1.16031
C11 0.10523 -4.37895 0.73735
C12 -0.63255 -4.17091 -0.58361
C13 -1.59978 -2.99429 -0.45835
N2 -0.85181 -1.82477 -0.07169
S1 -1.20282 -0.31681 -0.61201
O3 -1.97184 -0.46650 -1.80951
O4 0.05053 0.37615 -0.67920
N3 -2.07314 0.34335 0.64223
C14 -3.48073 0.00894 0.62780
H3 -3.56269 -1.01119 0.25031
C15 -4.30411 0.96483 -0.23957
C16 -5.78686 0.61661 -0.15969
H4 -6.14652 0.70186 0.86430
H5 -5.95939 -0.40070 -0.50252
H6 -6.36703 1.29203 -0.78350
C17 -4.04903 2.39995 0.22562
H7 -4.59464 3.09599 -0.41459
H8 -4.43388 2.51189 1.24386
C18 -2.55672 2.75314 0.21554
C19 -1.99777 2.87395 -1.19960
H9 -2.02267 1.91931 -1.71706
H10 -0.96178 3.20273 -1.16439
H11 -2.57355 3.59790 -1.77290
C20 -1.78456 1.70813 1.03111
H12 -0.71053 1.84617 0.90849
H13 -2.03829 1.80016 2.09357
H14 -2.42875 3.71995 0.71704
H15 -3.96652 0.84976 -1.27237
H16 -3.84137 0.03467 1.66303
C21 -0.17072 -1.93452 1.19546
H17 -0.90118 -2.11704 1.99937
H18 0.31785 -0.97970 1.39325
H19 -2.37274 -3.22709 0.29145
H20 -2.07849 -2.76445 -1.41020
H21 0.08878 -3.95449 -1.37203
H22 -1.18470 -5.07193 -0.85383
H23 0.84193 -5.17667 0.63557
H24 -0.60910 -4.66470 1.51370
H25 1.23203 -3.23718 2.16881
H26 1.33377 -1.12251 -0.50373
H27 2.88865 -1.24842 -2.34504
H28 3.88798 -2.33392 -1.33788
H29 5.86399 -1.24492 -0.65928
H30 7.03247 0.73284 0.22883
H31 5.83094 2.81504 0.63673
H32 2.96567 5.05247 0.71447
H33 4.18749 4.15650 1.64968

2.
This record from the Open Molecules 2025 dataset describes one molecule with the formula C21H33N3O4S. The level of theory is wB97M-V/def2-TZVPD.

Properties
- SMILES = CN(C)S(=O)(=O)N1CCC(Oc2cccc(C(=O)N3CCCCCCC3)c2)CC1
- gap between HOMO and LUMO (eV) = 9.356
- HOMO (eV) = -8.777
- LUMO energy (eV) = 0.58
- DFT total energy (Ha) = -1683.4217
- molar mass (Da) = 423.579

Cartesian coordinates (Å):
C1 -6.69659 -0.22373 -0.25198
N1 -5.87573 -1.19745 0.42545
S1 -4.40228 -1.44461 -0.30937
O1 -3.71701 -2.44936 0.44088
O2 -4.65261 -1.65759 -1.69883
N2 -3.62062 0.03394 -0.10516
C2 -2.49224 0.02835 0.80066
C3 -2.20407 1.45723 1.25450
H1 -3.07076 1.86400 1.77676
H2 -1.35242 1.45078 1.93570
C4 -1.90718 2.33845 0.03199
C5 -3.07017 2.23891 -0.96027
C6 -3.33577 0.77749 -1.31545
H3 -4.19670 0.68165 -1.97500
H4 -2.45714 0.36462 -1.82781
H5 -3.95804 2.68035 -0.50682
H6 -2.82077 2.79042 -1.86644
O3 -0.75099 1.90040 -0.65628
C7 0.48017 2.03734 -0.08945
C8 1.50474 1.34264 -0.73330
C9 2.80148 1.39047 -0.25345
C10 3.09704 2.17266 0.85847
C11 2.08578 2.87062 1.48900
C12 0.77944 2.80263 1.03244
H7 0.01482 3.36315 1.54728
H8 2.31034 3.48001 2.35190
H9 4.11314 2.23406 1.21725
C13 3.90871 0.68633 -0.98132
O4 4.73682 1.32624 -1.60681
N3 3.93114 -0.66433 -0.89950
C14 2.99043 -1.43517 -0.11380
C15 3.21682 -1.34836 1.40120
C16 4.56348 -1.87224 1.90400
H10 4.66610 -2.93031 1.65804
C17 5.77357 -1.08897 1.37426
H11 6.46440 -0.89511 2.19833
H12 5.44558 -0.11830 1.00542
C18 6.56974 -1.81122 0.28290
C19 5.74334 -2.40001 -0.85883
H13 5.08103 -3.17605 -0.47283
C20 4.94185 -1.37729 -1.65898
H14 5.61075 -0.61435 -2.06437
H15 4.45289 -1.89082 -2.49801
H16 6.42700 -2.88702 -1.55838
H17 7.29506 -1.10796 -0.13156
H18 7.12996 -2.63030 0.74264
H19 4.54348 -1.80376 2.99406
H20 3.10626 -0.30743 1.71114
H21 2.41800 -1.92061 1.87967
H22 3.06041 -2.47422 -0.43939
H23 1.97186 -1.09337 -0.32052
H24 1.25957 0.78023 -1.62169
H25 -1.78572 3.38768 0.34150
H26 -2.74299 -0.61182 1.64508
H27 -1.60111 -0.38605 0.30807
C21 -5.79116 -1.02866 1.85543
H28 -5.42912 -0.03014 2.12938
H29 -6.77640 -1.18678 2.29385
H30 -5.10383 -1.78261 2.22918
H31 -6.63528 -0.43483 -1.31594
H32 -6.35740 0.80139 -0.05948
H33 -7.72874 -0.33090 0.08100